Density functional theory data (wB97M-V/def2-TZVPD) for C43H60BaCl3GeN5O5SSi3 as an isolated structure at a distorted geometry.

ORCA input file:
```
! RIJCOSX wB97M-V def2-TZVPD def2/J DEFGRID3
* xyz -1 2
Ba 0.669 1.370 -1.041
Cl 0.221 3.291 -3.962
C -1.293 4.129 -3.943
C -1.581 4.940 -5.025
C -2.759 5.663 -5.071
C -3.635 5.587 -4.000
C -3.337 4.779 -2.925
Cl -4.454 4.749 -1.610
C -2.171 3.982 -2.851
S -1.953 2.923 -1.523
H -0.875 4.998 -5.838
H -2.992 6.281 -5.924
H -4.553 6.154 -4.001
C 6.440 -2.841 -0.768
O 5.746 -3.951 -0.220
C 4.824 -4.562 -1.059
C 5.076 -5.831 -1.541
C 4.149 -6.467 -2.363
C 2.950 -5.831 -2.659
C 2.671 -4.578 -2.154
C 3.616 -3.902 -1.372
N 3.401 -2.656 -0.800
C 2.698 -1.569 -1.281
N 2.441 -1.611 -2.607
C 1.344 -1.219 -3.410
C 0.368 -0.300 -3.024
C -0.640 -0.092 -3.981
C -0.682 -0.729 -5.207
C 0.313 -1.627 -5.561
C 1.329 -1.874 -4.659
O 2.393 -2.741 -4.899
C 2.277 -3.663 -5.945
N 2.479 -0.548 -0.509
C 2.794 -0.711 0.852
C 1.970 -1.536 1.621
C 2.203 -1.755 2.962
C 3.256 -1.107 3.587
C 4.090 -0.294 2.846
C 3.901 -0.113 1.479
O 4.915 0.552 0.827
C 4.567 1.534 -0.126
H 7.510 -3.063 -0.751
H 6.256 -1.946 -0.169
H 6.142 -2.650 -1.798
H 6.000 -6.322 -1.274
H 4.355 -7.454 -2.752
H 2.214 -6.331 -3.273
H 1.706 -4.127 -2.331
H 3.914 -2.500 0.059
H 2.933 -2.372 -3.064
H -1.436 0.612 -3.763
H -1.485 -0.530 -5.904
H 0.281 -2.126 -6.520
H 2.361 -3.184 -6.929
H 1.335 -4.222 -5.890
H 3.112 -4.354 -5.816
H 1.143 -2.021 1.125
H 1.579 -2.438 3.516
H 3.424 -1.227 4.645
H 4.934 0.196 3.305
H 5.496 2.062 -0.338
H 3.839 2.232 0.293
H 4.166 1.090 -1.044
O -2.483 -0.884 -1.223
H -2.726 0.005 -1.505
H -1.688 -1.096 -1.726
Cl -0.901 0.269 1.146
C -4.224 -3.479 2.842
Si -3.061 -2.834 1.452
C -1.364 -3.704 1.675
C -3.877 -3.411 -0.183
Ge -2.870 -0.397 1.855
Si -4.643 1.072 0.996
C -5.145 0.851 -0.835
C -6.119 0.549 2.108
C -4.295 2.913 1.319
Si -2.303 0.206 4.187
C -0.655 -0.625 4.701
C -3.563 -0.296 5.549
C -2.109 2.101 4.375
H -4.436 -4.540 2.746
H -5.173 -2.953 2.811
H -3.795 -3.314 3.825
H -1.451 -4.778 1.809
H -0.849 -3.308 2.545
H -0.723 -3.537 0.815
H -4.067 -4.481 -0.195
H -3.246 -3.180 -1.032
H -4.824 -2.903 -0.337
H -5.020 -0.172 -1.175
H -4.531 1.492 -1.460
H -6.181 1.136 -0.997
H -6.390 -0.489 1.947
H -7.003 1.152 1.929
H -5.857 0.654 3.157
H -3.434 3.229 0.738
H -4.085 3.120 2.363
H -5.136 3.530 1.015
H -0.742 -1.707 4.720
H -0.343 -0.308 5.691
H 0.142 -0.372 4.011
H -3.611 -1.373 5.675
H -4.564 0.053 5.320
H -3.277 0.136 6.504
H -1.524 2.524 3.562
H -1.616 2.367 5.307
H -3.078 2.595 4.374
N 1.760 7.488 3.183
C 1.627 6.155 3.608
O 1.526 5.918 4.818
C 1.683 5.140 2.592
C 1.567 3.773 2.963
C 1.581 2.800 2.012
N 1.683 3.031 0.679
C 1.827 4.327 0.327
C 1.844 5.375 1.199
H 1.541 8.145 3.920
H 1.367 7.733 2.289
H 1.453 3.532 4.009
H 1.514 1.753 2.285
H 1.939 4.500 -0.741
H 1.977 6.375 0.814
*
```

Summary:
HOMO level (alpha / beta) ... -2.143 / -4.964 eV
ΔE to the lowest compared entry with this formula, charge and spin ... 170.8 kJ/mol
E_tot ... -7074.39700 a.u.
Frontier orbital gap (alpha / beta) ... 4.12 / 6.94 eV

Atomic partial charges in e from the Mulliken method, atoms 1 to 5: number 1, Ba, carries 1.16; number 2, Cl, carries -0.16; number 3, C, carries 0.50; number 4, C, carries -0.78; number 5, C, carries -0.42